No. 1
Density functional theory data (wB97M-V/def2-TZVPD) for a structure of composition C28H24N3O3STcTe.

Structure (XYZ):
```
61
Properties=species:S:1:pos:R:3:mulliken_spin:R:1
Tc 1.399 -0.203 0.456 2.68
N 1.448 3.414 2.858 0.00
C 1.363 2.510 1.806 0.01
S 2.839 1.701 1.331 0.03
N 0.203 2.328 1.278 0.03
N 0.194 1.365 0.266 0.07
C -0.557 1.736 -0.807 -0.05
C -0.172 1.236 -2.151 0.03
C -0.869 1.750 -3.248 -0.03
C -0.564 1.405 -4.548 0.03
C 0.486 0.519 -4.779 -0.03
C 1.209 0.016 -3.720 0.03
C 0.912 0.367 -2.392 0.00
O 1.705 -0.141 -1.453 0.05
H 2.361 3.825 2.962 0.00
H 0.686 4.077 2.868 0.00
H -0.786 2.796 -0.810 -0.01
H -1.685 2.437 -3.052 0.00
H -1.133 1.819 -5.371 0.00
H 0.742 0.226 -5.791 0.00
H 2.036 -0.666 -3.873 0.00
C 1.059 -0.696 4.810 0.00
C 1.660 -0.842 3.436 -0.02
O 0.977 -0.373 2.515 -0.02
C 2.945 -1.487 3.260 0.03
C 3.681 -1.851 4.411 0.00
C 4.897 -2.475 4.339 0.01
C 5.423 -2.776 3.071 0.00
C 4.745 -2.449 1.932 0.01
C 3.486 -1.784 1.970 0.02
O 2.920 -1.526 0.844 0.00
H 0.055 -0.297 4.695 0.00
H 1.653 0.004 5.402 0.00
H 1.028 -1.649 5.338 0.00
H 3.272 -1.618 5.384 0.00
H 5.441 -2.731 5.238 0.00
H 6.384 -3.273 2.993 0.00
H 5.141 -2.674 0.950 0.00
C -1.555 -4.117 -0.053 0.03
C -0.625 -4.048 0.977 -0.02
C 0.183 -2.927 1.112 0.02
C 0.093 -1.839 0.236 -0.14
C -0.840 -1.942 -0.798 0.04
C -1.656 -3.058 -0.941 -0.02
H -2.191 -4.988 -0.161 0.00
H -0.525 -4.872 1.675 0.00
H 0.909 -2.920 1.917 0.01
H -0.955 -1.138 -1.514 0.01
H -2.379 -3.089 -1.748 0.00
Te -2.886 1.093 -0.281 0.18
C -4.026 2.008 -1.813 0.00
C -4.222 1.378 -3.044 0.00
C -4.980 1.977 -4.041 -0.01
C -5.569 3.215 -3.824 0.01
C -5.387 3.851 -2.604 -0.01
C -4.619 3.255 -1.612 0.01
H -3.770 0.410 -3.222 0.00
H -5.111 1.471 -4.990 0.00
H -6.163 3.682 -4.601 0.00
H -5.841 4.818 -2.422 0.00
H -4.471 3.763 -0.667 0.00
```

orbital gap (alpha / beta) = 6.17 / 5.93 eV
HOMO energy (alpha / beta) = -3.724 / -4.053 eV
relative energy (zero: lowest compared OMol25 entry of this formula, charge and spin) = 48.6 kJ/mol
net charge = -1
multiplicity = 4

No. 2
Density functional theory data (wB97M-V/def2-TZVPD) for the molecule C4H10N2O.

Structure (XYZ):
```
17
Properties=species:S:1:pos:R:3:mulliken_charge:R:1
C -1.232 0.106 2.601 -0.40
N -0.778 0.425 1.446 -0.57
N -0.015 -0.359 0.726 0.16
C 0.144 -0.264 -0.737 1.04
C 1.583 -0.733 -1.043 -1.57
C -0.081 1.191 -1.008 -1.55
O -0.731 -1.078 -1.393 -0.58
H -1.903 0.857 2.977 0.25
H -0.886 -0.810 3.198 0.18
H 0.358 -1.142 1.246 0.27
H 1.815 -1.709 -0.596 0.36
H 1.658 -0.668 -2.099 0.40
H 2.274 0.004 -0.771 0.39
H -0.842 1.545 -0.309 0.46
H -0.525 1.379 -2.000 0.38
H 0.773 1.748 -0.780 0.40
H -1.613 -0.493 -1.456 0.38
```

orbital gap = 9.38 eV
HOMO energy = -8.411 eV
relative energy (zero: lowest compared OMol25 entry of this formula, charge and spin) = 317.5 kJ/mol

No. 3
Density functional theory data (wB97M-V/def2-TZVPD) for a structure of composition C41H47B2NO4S2Zr.

Structure (XYZ):
```
98
Properties=species:S:1:pos:R:3:mulliken_charge:R:1
Zr 0.388 -0.284 1.648 -0.62
C -4.243 -4.414 -0.459 -1.64
C -3.281 -3.457 0.253 1.66
C -3.961 -2.873 1.485 -1.71
C -2.761 -2.409 -0.712 0.41
C -2.987 -1.047 -0.544 0.36
C -2.554 -0.127 -1.495 -0.73
C -1.880 -0.532 -2.639 1.02
C -1.501 0.446 -3.719 -1.71
C -1.604 -1.891 -2.779 -1.05
C -2.036 -2.807 -1.836 -0.38
H -4.588 -5.189 0.227 0.44
H -3.777 -4.904 -1.314 0.34
H -5.118 -3.869 -0.823 0.41
H -2.417 -4.038 0.586 -0.68
H -4.885 -2.356 1.211 0.46
H -3.327 -2.161 2.013 0.13
H -4.222 -3.674 2.179 0.39
H -3.518 -0.685 0.326 0.34
H -2.755 0.927 -1.340 0.31
H -2.252 0.448 -4.512 0.50
H -0.543 0.186 -4.173 0.30
H -1.426 1.463 -3.333 0.29
H -1.058 -2.234 -3.653 0.36
H -1.820 -3.862 -1.980 0.38
S 1.515 -1.048 3.756 -0.57
C 2.810 0.081 4.129 0.71
C 3.441 0.021 5.373 -0.75
C 4.492 0.869 5.673 -0.58
C 4.932 1.789 4.727 -0.60
C 4.313 1.856 3.492 -0.77
C 3.247 1.011 3.183 0.52
S 2.471 1.135 1.609 -0.46
H 3.093 -0.699 6.102 0.44
H 4.968 0.813 6.644 0.36
H 5.753 2.457 4.955 0.36
H 4.643 2.575 2.753 0.46
C 3.514 -2.876 -1.569 -0.78
N 2.816 -3.288 -0.324 0.14
C 3.265 -2.450 0.829 -0.68
C 1.312 -3.259 -0.547 -0.37
C 0.533 -3.602 0.684 0.24
C 0.303 -4.946 0.968 -0.35
C -0.411 -5.316 2.099 -1.03
C -0.915 -4.327 2.930 -0.88
C -0.682 -2.989 2.632 -0.10
C 0.049 -2.573 1.510 0.90
H 4.589 -2.922 -1.412 0.34
H 3.210 -1.854 -1.795 0.29
H 3.220 -3.539 -2.380 0.33
H 3.061 -4.253 -0.108 0.40
H 3.045 -1.406 0.607 0.22
H 4.337 -2.591 0.955 0.37
H 2.728 -2.744 1.726 0.28
H 1.130 -3.957 -1.366 0.83
H 1.082 -2.244 -0.866 -1.46
H 0.664 -5.716 0.290 0.41
H -0.582 -6.362 2.317 0.38
H -1.487 -4.594 3.810 0.48
H -1.102 -2.247 3.311 0.30
C 1.400 5.750 -4.923 -2.20
C 1.958 4.332 -4.810 2.03
C 3.489 4.419 -4.734 -1.61
C 1.556 3.559 -6.075 -1.60
C 1.436 3.598 -3.574 0.55
C 0.605 4.211 -2.638 -0.32
C 0.130 3.545 -1.504 -1.71
C 0.520 2.241 -1.346 0.53
O 0.178 1.331 -0.372 -0.02
B 0.867 0.128 -0.677 1.17
O 1.567 0.309 -1.876 -0.43
C 1.349 1.616 -2.261 0.22
C 1.818 2.263 -3.375 -1.04
H 1.783 6.218 -5.831 0.44
H 1.702 6.372 -4.079 0.42
H 0.310 5.751 -4.981 0.44
H 3.883 4.934 -5.613 0.45
H 3.943 3.428 -4.691 0.33
H 3.800 4.970 -3.845 0.36
H 1.898 4.093 -6.964 0.45
H 0.471 3.452 -6.134 0.34
H 1.995 2.561 -6.098 0.32
H 0.308 5.240 -2.779 0.49
H -0.514 4.032 -0.785 0.56
H 2.461 1.745 -4.075 0.51
O -1.484 1.900 3.551 -0.27
B -1.600 0.821 2.659 -0.16
O -2.969 0.511 2.515 0.96
C -3.655 1.373 3.333 0.38
C -5.011 1.459 3.555 -0.89
C -5.437 2.443 4.446 -0.72
C -4.531 3.291 5.074 -0.48
C -3.160 3.194 4.839 -1.08
C -2.753 2.217 3.958 0.78
H -5.706 0.794 3.060 0.51
H -6.494 2.549 4.653 0.40
H -4.896 4.043 5.761 0.39
H -2.445 3.845 5.322 0.49
```

orbital gap = 7.12 eV
HOMO energy = -7.301 eV
relative energy (zero: lowest compared OMol25 entry of this formula, charge and spin) = 12.9 kJ/mol

No. 4
Density functional theory data (wB97M-V/def2-TZVPD) for the molecule C22H27BrN2O3.

Structure (XYZ):
```
55
Properties=species:S:1:pos:R:3:mulliken_charge:R:1
C 1.467 -1.984 2.739 -1.07
O 1.366 -0.627 2.378 -0.43
C 0.387 -0.236 1.514 1.12
C -0.719 -1.019 1.202 -0.65
C -1.698 -0.589 0.318 0.15
C -2.886 -1.455 -0.003 -1.07
N -4.064 -0.640 -0.224 -0.18
C -5.246 -1.368 -0.638 0.06
C -6.367 -0.377 -1.012 -0.90
C -7.423 -0.517 0.083 -0.58
C -7.357 -2.000 0.434 -0.68
C -5.857 -2.288 0.451 -0.84
C -1.567 0.653 -0.283 -0.58
C -0.470 1.431 0.023 -0.24
Br -0.233 3.113 -0.825 -0.14
C 0.520 1.030 0.917 0.46
O 1.536 1.929 1.083 -0.48
C 2.663 1.645 1.881 -0.68
C 3.498 0.446 1.411 0.60
O 4.262 -0.120 2.160 -0.67
N 3.281 0.150 0.107 0.00
C 3.738 -0.941 -0.643 0.36
C 4.771 -1.753 -0.190 -0.58
C 5.199 -2.823 -0.955 -0.67
C 4.604 -3.086 -2.175 -0.63
C 3.573 -2.278 -2.622 -0.79
C 3.119 -1.203 -1.874 1.12
C 1.983 -0.356 -2.375 -1.19
H 0.673 -2.276 3.433 0.34
H 1.449 -2.634 1.859 0.43
H 2.434 -2.071 3.233 0.29
H -0.824 -1.988 1.664 0.45
H -3.014 -2.207 0.795 0.30
H -2.690 -1.999 -0.935 0.33
H -4.269 -0.097 0.611 0.31
H -4.952 -1.956 -1.513 0.40
H -6.797 -0.650 -1.976 0.29
H -5.972 0.634 -1.091 0.34
H -7.149 0.083 0.953 0.26
H -8.411 -0.205 -0.250 0.37
H -7.842 -2.585 -0.349 0.29
H -7.835 -2.232 1.385 0.37
H -5.444 -2.012 1.424 0.32
H -5.635 -3.340 0.276 0.31
H -2.315 0.997 -0.978 0.47
H 3.279 2.548 1.814 0.40
H 2.393 1.484 2.929 0.34
H 2.647 0.765 -0.386 0.08
H 5.228 -1.540 0.762 0.53
H 6.003 -3.447 -0.594 0.39
H 4.938 -3.917 -2.778 0.38
H 3.105 -2.487 -3.574 0.34
H 2.289 0.682 -2.514 0.37
H 1.636 -0.729 -3.335 0.40
H 1.141 -0.380 -1.681 0.09
```

orbital gap = 8.98 eV
HOMO energy = -8.347 eV
relative energy (zero: lowest compared OMol25 entry of this formula, charge and spin) = 3.8 kJ/mol